No. 1
The following is a DFT calculation (ωB97M-V/def2-TZVPD) of a cluster of 2 separate species, C5H15NO2 in total in a non-equilibrium geometry.

Values from the calculation:
Max |F| (eV Å⁻¹): 6.8
Frontier orbital gap (eV): 9.62
Electronic energy (eV): -11010.4101
Relative energy (zero: lowest compared OMol25 entry of this formula, charge and spin) (kcal/mol): 81.5
HOMO (eV): -8.94
LUMO level (eV): 0.68
SMILES: CC(C)CNCO.O
Net charge: 0

Element x y z (Å)
1 H -1.21742 -1.79423 -2.45274
2 H -0.68147 0.79157 -1.54426
3 H 2.26654 -0.88031 -1.92901
4 H -0.76252 2.30305 0.75193
5 C -1.51155 1.72709 1.08650
6 C 1.84957 -0.96590 -0.96641
7 H 0.56299 -2.08059 -2.92336
8 N -1.24898 0.36472 0.53388
9 O -1.02987 1.68382 2.47795
10 C -0.27348 -1.33367 -2.48033
11 H 2.13541 -0.06236 -0.25015
12 H -1.76019 1.53068 3.13202
13 H 2.25879 -1.78714 -0.60812
14 O 1.13977 0.08799 2.64631
15 H -2.56189 1.82381 1.12398
16 H 0.58956 1.01048 -0.20514
17 H 0.36752 0.63685 2.25090
18 C 0.34387 -0.92934 -1.07064
19 H -0.31396 -0.56597 -3.26171
20 H -0.89099 -0.36703 1.18477
21 C -0.20257 0.41270 -0.62617
22 H 1.06761 0.28419 3.57265
23 H -0.12672 -1.89040 -0.44284

Atoms 1-2, force components in eV/Å:
H -1.110 -0.717 0.346
H 0.167 0.767 0.788

=====

No. 2
The following is a DFT calculation (ωB97M-V/def2-TZVPD) of a structure of composition C14H44Cd2N2O10 in a non-equilibrium geometry.

Values from the calculation:
Max |F| (eV Å⁻¹): 1.4
Frontier orbital gap (eV): 2.21
Electronic energy (eV): -47794.7212
HOMO (eV): -12.10
LUMO level (eV): -9.89
Net charge: +2

Element x y z (Å)
1 H -1.66880 4.01262 -3.34228
2 H -1.67301 6.49151 -7.36755
3 H -0.09574 1.36998 -1.20881
4 H 6.09600 -4.25298 -1.35574
5 C 4.08725 -4.95039 1.04819
6 H 4.75757 -5.06587 1.91298
7 H -1.91620 3.38943 0.34729
8 H -0.51803 -0.72835 -2.05362
9 H -1.06020 -0.98215 7.83760
10 C -1.54467 3.09355 -5.13087
11 H -1.89170 2.14533 -5.56184
12 C 0.08732 -2.68762 -0.44572
13 H 1.91074 1.31809 1.85191
14 O -1.67661 -0.13123 3.21223
15 O 1.23548 0.68038 2.12181
16 Cd -2.56510 -0.94907 5.00406
17 C -0.85065 3.65527 0.27808
18 Cd 0.29053 0.31778 4.05034
19 C -0.58906 2.29527 -3.07467
20 H -3.29369 4.28148 -5.16579
21 H -2.89191 -3.58844 2.51009
22 O -3.16700 3.15791 3.42366
23 H -2.92536 -2.27981 1.68781
24 H -3.21673 6.42294 -6.45283
25 C 0.80431 -3.19898 0.77112
26 H 3.85551 -5.93875 0.63383
27 H -1.58787 0.95210 1.43770
28 H -0.29286 3.01512 0.98495
29 H -0.23404 -3.53425 -1.07032
30 H 1.04123 -0.81834 -2.92976
31 H -1.85455 7.40831 -5.89024
32 H -2.31919 -0.64030 1.26008
33 H 6.07599 -5.61161 -0.20710
34 H -2.47820 3.80164 3.61705
35 C 2.82584 -4.25567 1.52519
36 O -0.37476 3.45057 -1.03229
37 H 0.13696 -3.87653 1.31799
38 H 1.85776 -2.24858 3.43200
39 H -0.03513 -2.21600 -2.91835
40 H -0.79651 4.70530 0.55491
41 C -0.71745 2.20719 -1.57468
42 H -3.22758 0.64619 2.01899
43 H -0.85583 -2.16270 -0.19724
44 O -0.76675 -0.30540 5.87275
45 H -2.71223 2.41085 3.02744
46 O 0.95355 -1.83946 -1.14469
47 C 0.32922 -1.37022 -2.32373
48 H 0.40822 -1.53935 7.08793
49 H 0.37773 -2.45773 3.75302
50 C -2.12935 6.46983 -6.37129
51 O -1.60493 5.39507 -5.60300
52 H 0.42303 2.72208 -3.26438
53 H -1.76064 1.92258 -1.34570
54 H 1.29740 -0.05648 1.48996
55 N -1.64525 3.05593 -3.67684
56 C -2.34867 4.20738 -5.72876
57 H 2.36457 -4.86681 2.30465
58 H 6.71187 -4.03912 0.31092
59 H 3.19040 -3.32020 2.01237
60 O 4.66243 -4.11253 0.08430
61 H 2.51479 -3.41604 -0.25837
62 H -0.50945 3.19311 -5.50601
63 H 1.05616 -2.32914 1.42376
64 H 0.29206 0.17179 7.60084
65 H -0.50133 1.31700 -3.55855
66 O -3.31568 -3.15563 1.76389
67 C -0.24726 -0.67169 7.18509
68 O 1.07218 -1.79066 3.76662
69 C 5.96275 -4.53160 -0.31537
70 C -2.22636 0.21527 1.92954
71 H -2.54995 3.97250 -6.77911
72 N 1.95744 -3.95169 0.40252

Atoms 1-2, force components in eV/Å:
H 0.261 -0.048 0.165
H -0.202 -0.197 -0.021